{
  "formula": "H13O6",
  "method": "ωB97M-V/def2-TZVPD",
  "symbols": ["O", "H", "H", "O", "H", "H", "O", "H", "H", "O", "H", "H", "O", "H", "H", "O", "H", "H", "H"],
  "positions_angstrom": [[0.8272, 1.7134, -0.1549], [1.2046, 2.5728, 0.0417], [0.1621, 1.4480, 0.5037], [2.0490, -0.4407, -0.9385], [2.7274, -0.5530, -1.6175], [2.0237, 0.5420, -0.8845], [-0.9974, -0.1654, -2.1819], [-0.1301, -0.5074, -1.9405], [-1.5080, -0.7641, -2.7279], [-0.2830, 0.1723, 2.3550], [-0.6081, 0.1023, 3.2596], [-0.0232, -0.6631, 1.9043], [0.5809, -1.9168, 0.7861], [1.0929, -1.5399, 0.0438], [1.2714, -2.3612, 1.2934], [-2.5192, 0.8499, -0.3224], [-1.2437, 0.3247, 0.8984], [-2.8775, 0.6406, 0.5299], [-1.7490, 0.5455, -0.8480]],
  "gap_ha": [0.255, 0.388],
  "energy_ha": -459.08626,
  "multiplicity": 2,
  "e_lumo_ev": [0.46, 0.29],
  "relative_energy_kcal_mol": 25.2
}